Entry from the OMol25 dataset: an isolated molecule of C6H7N (the ωB97M-V functional and the def2-TZVPD basis).

CARTESIAN COORDINATES (ANGSTROEM)
1 C 3.889 0.651 -0.166
2 C 2.969 -0.107 0.057
3 N 2.039 -1.043 -0.142
4 C 0.797 -1.014 0.059
5 C -0.481 -1.710 0.050
6 C -0.422 -0.267 0.565
7 C -0.945 0.763 -0.355
8 H 4.481 1.440 0.259
9 H -1.047 -1.631 -0.938
10 H -0.558 -2.646 0.645
11 H -0.382 -0.017 1.652
12 H -1.895 1.199 -0.200
13 H -1.061 0.377 -1.334
14 H -0.260 1.602 -0.404

Its SMILES is C#C/N=C1/C[C@@H]1C. For the molecular weight, the calculation gives 93.1 u. The value obtained for the total energy is -287.4099 Ha. The value obtained for the HOMO energy is -8.605 eV. The value obtained for the largest force on an atom is 0.04695 Eh/bohr.

***

Entry from the OMol25 dataset: an isolated molecule of C6H7N (the ωB97M-V functional and the def2-TZVPD basis).

CARTESIAN COORDINATES (ANGSTROEM)
1 N 0.722 1.074 1.901
2 C 0.364 0.391 0.742
3 C -0.031 -0.947 0.786
4 C -0.684 -1.503 -0.302
5 C -0.470 -0.874 -1.531
6 C -0.290 0.501 -1.586
7 C 0.181 1.136 -0.424
8 H 1.078 0.539 2.675
9 H 1.118 1.992 1.804
10 H 0.090 -1.492 1.717
11 H -0.952 -2.549 -0.349
12 H -0.743 -1.391 -2.445
13 H -0.025 0.947 -2.539
14 H 0.162 2.217 -0.378

Its SMILES is Nc1ccccc1. For the molecular weight, the calculation gives 93.1 u. The value obtained for the total energy is -287.5631 Ha. The value obtained for the HOMO energy is -7.879 eV. The value obtained for the largest force on an atom is 0.05514 Eh/bohr.

***

Entry from the OMol25 dataset: an isolated molecule of C6H7N (the ωB97M-V functional and the def2-TZVPD basis).

CARTESIAN COORDINATES (ANGSTROEM)
1 C -1.814 1.651 0.742
2 C -1.413 0.830 -0.220
3 C -0.187 0.030 -0.183
4 C -0.027 -1.306 -0.695
5 C 1.279 -1.653 -0.532
6 N 1.940 -0.625 0.098
7 C 1.018 0.354 0.398
8 H -2.727 2.211 0.567
9 H -1.347 1.749 1.710
10 H -2.008 0.598 -1.098
11 H -0.805 -1.858 -1.191
12 H 1.776 -2.563 -0.816
13 H 2.902 -0.686 0.410
14 H 1.412 1.268 0.812

Its SMILES is C=Cc1cc[nH]c1. For the molecular weight, the calculation gives 93.1 u. The value obtained for the total energy is -287.5500 Ha. The value obtained for the HOMO energy is -8.092 eV. The value obtained for the largest force on an atom is 0.02512 Eh/bohr.

***

Q: The highest total energy belongs to which entry?
A: number 1